{
  "formula": "C30H56AgFN2O8",
  "method": "wB97M-V/def2-TZVPD",
  "e_tot_ha": -2134.61173,
  "spin_multiplicity": 2,
  "homo_ev": [-10.0, -10.0],
  "total_charge": 1,
  "lumo_energy_ha": [-0.1199, -0.2339],
  "orbital_gap_ha": [0.246, 0.132],
  "symbols": ["Ag", "F", "C", "C", "C", "C", "C", "C", "N", "O", "C", "C", "C", "H", "H", "H", "H", "H", "H", "H", "H", "H", "H", "H", "H", "H", "H", "H", "H", "H", "H", "H", "C", "C", "C", "C", "C", "C", "N", "O", "C", "C", "C", "H", "H", "H", "H", "H", "H", "H", "H", "H", "H", "H", "H", "H", "H", "H", "H", "H", "H", "H", "O", "C", "O", "C", "C", "C", "H", "H", "H", "H", "H", "H", "O", "C", "O", "C", "C", "C", "H", "H", "H", "H", "H", "H", "O", "C", "O", "C", "C", "C", "H", "H", "H", "H", "H", "H"],
  "positions_angstrom": [[2.8148, 2.0499, 0.5061], [1.1462, 1.0597, -0.5543], [-5.4773, 0.8235, 0.3935], [-4.5971, -0.0044, 1.3587], [-5.2797, -1.3008, 1.7679], [-5.2107, -2.3517, 0.7096], [-3.7826, -2.5790, 0.2903], [-3.0820, -1.3045, -0.1920], [-3.2960, -0.3019, 0.7916], [-2.6203, 0.8913, 0.4314], [-1.5985, -1.5868, -0.2463], [-3.5364, -0.9456, -1.5657], [-4.3923, 0.8571, 2.6308], [-6.4979, 0.9505, 0.7582], [-5.6134, 0.2800, -0.5546], [-4.9921, 1.7571, 0.1296], [-4.7898, -1.7103, 2.6594], [-6.3186, -1.1093, 2.0422], [-5.8378, -2.1224, -0.1612], [-5.6276, -3.2976, 1.0743], [-3.7376, -3.3901, -0.4350], [-3.2239, -2.8923, 1.1901], [-1.2490, -1.8249, 0.7645], [-1.4702, -2.4412, -0.9149], [-1.0233, -0.7368, -0.6299], [-3.3460, 0.0912, -1.7878], [-3.1754, -1.6128, -2.3496], [-4.6267, -1.0708, -1.6161], [-5.3588, 1.0540, 3.0880], [-3.8318, 1.7555, 2.3969], [-3.7916, 0.3119, 3.3742], [-1.7130, 0.7457, 0.7383], [4.0228, -3.5022, 3.7999], [4.6805, -3.2301, 2.4532], [5.1470, -4.5109, 1.8174], [4.0042, -5.3543, 1.2262], [3.2182, -4.5447, 0.2081], [2.7202, -3.2523, 0.8027], [3.7097, -2.5852, 1.5850], [3.2720, -1.3644, 2.0803], [2.2956, -2.3461, -0.2759], [1.5039, -3.5449, 1.6975], [5.8670, -2.2857, 2.6437], [4.8049, -3.9217, 4.4263], [3.1699, -4.1661, 3.7368], [3.6983, -2.5648, 4.2511], [5.9276, -4.3627, 1.0688], [5.5937, -5.0626, 2.6488], [3.3573, -5.6740, 2.0487], [4.4686, -6.2420, 0.8044], [2.3254, -5.1140, -0.0341], [3.8438, -4.2943, -0.6480], [1.5189, -2.8345, -0.8495], [1.9353, -1.3856, 0.0867], [3.1578, -2.1737, -0.9293], [1.6125, -4.4996, 2.2019], [1.3726, -2.7907, 2.4842], [0.6040, -3.4592, 1.1018], [5.6456, -1.4826, 3.3532], [6.1438, -1.7694, 1.7172], [6.7204, -2.8503, 3.0037], [3.7743, -0.6947, 1.5410], [3.4945, 2.8593, -1.5370], [3.2963, 2.6479, -2.7131], [4.3277, 2.2704, -3.5449], [3.8062, 1.9509, -4.9150], [2.5077, 2.7668, -4.9806], [1.9820, 2.6542, -3.5017], [3.6415, 0.8742, -4.9211], [4.5415, 2.2674, -5.6470], [1.8303, 2.4068, -5.7520], [2.7161, 3.8237, -5.1714], [1.4915, 1.7040, -3.2316], [1.3701, 3.5045, -3.2102], [-0.7063, 1.7138, -5.4678], [-1.1802, 2.1960, -4.4864], [-1.1477, 3.5495, -4.2595], [-1.8310, 3.8786, -3.0329], [-1.8848, 2.5567, -2.2088], [-1.8046, 1.4606, -3.3138], [-2.8283, 4.2545, -3.2722], [-1.2680, 4.6639, -2.5316], [-2.8237, 2.5514, -1.6476], [-1.0638, 2.4069, -1.5102], [-2.7726, 1.0737, -3.6366], [-1.1863, 0.6502, -2.9392], [1.2544, 3.8398, 0.5849], [0.3031, 4.4622, 1.0619], [-0.4569, 5.2401, 0.2839], [-1.4414, 5.9650, 1.1134], [-1.6039, 5.1070, 2.3717], [-0.1851, 4.5576, 2.5118], [-2.3568, 6.1457, 0.5624], [-0.9879, 6.9394, 1.3562], [-2.3067, 4.3074, 2.1432], [-1.9607, 5.6965, 3.2112], [-0.1971, 3.6102, 3.0356], [0.4513, 5.2626, 3.0556]]
}

{
  "formula": "C4H11O2S",
  "method": "wB97M-V/def2-TZVPD",
  "e_tot_ha": -707.35632,
  "spin_multiplicity": 1,
  "homo_ev": -14.4,
  "total_charge": 1,
  "lumo_energy_ha": -0.1479,
  "orbital_gap_ha": 0.380,
  "symbols": ["C", "S", "O", "C", "C", "C", "O", "H", "H", "H", "H", "H", "H", "H", "H", "H", "H", "H"],
  "positions_angstrom": [[-1.9602, 1.6004, -0.2213], [-1.0911, 0.8974, 1.1651], [-1.0329, -0.6338, 0.7885], [0.2624, -1.3383, 0.8916], [1.1448, -1.0874, -0.3124], [1.7100, 0.3312, -0.4157], [0.3580, -1.4386, -1.4340], [-2.6877, 0.8658, -0.5621], [-1.2218, 1.8148, -0.9901], [-2.4489, 2.5138, 0.1182], [-2.1432, 0.8615, 2.0114], [0.7592, -1.0596, 1.8219], [-0.0440, -2.3785, 0.9403], [1.9734, -1.7972, -0.1863], [1.8498, 0.8005, 0.5599], [2.6834, 0.3237, -0.9036], [1.0529, 0.9610, -1.0212], [0.8361, -1.2367, -2.2502]]
}

{
  "formula": "C8H12F5P",
  "method": "wB97M-V/def2-TZVPD",
  "e_tot_ha": -1152.63981,
  "spin_multiplicity": 1,
  "homo_ev": -9.7,
  "lumo_energy_ha": 0.0272,
  "orbital_gap_ha": 0.385,
  "symbols": ["C", "C", "C", "C", "C", "C", "C", "C", "F", "F", "F", "F", "F", "P", "H", "H", "H", "H", "H", "H", "H", "H", "H", "H", "H", "H"],
  "positions_angstrom": [[-0.3121, 1.4098, 0.3126], [0.4036, 0.0267, 0.1614], [-1.8017, 1.3626, 0.0395], [-2.2246, -0.1692, 0.1533], [-1.0799, -0.9012, -0.4075], [0.6778, -0.7038, 1.4901], [2.6170, 1.0107, -0.5036], [1.4796, 0.1279, -0.9094], [-2.0897, 1.8048, -1.2071], [-2.5116, 2.1662, 0.9150], [-3.4214, -0.3945, -0.3195], [-2.3026, -0.5130, 1.4655], [-1.0890, -0.8996, -1.8079], [-0.9942, -2.7509, 0.0314], [-0.1513, 1.7668, 1.4341], [0.2157, 2.0292, -0.2992], [1.0087, -1.6983, 1.0914], [-0.1071, -0.7646, 2.1461], [1.6131, -0.2284, 1.9156], [2.3263, 2.1054, -0.3940], [3.4110, 0.8505, -1.2480], [2.9853, 0.6377, 0.5098], [1.7279, -0.9021, -1.2152], [1.0264, 0.4466, -1.8430], [0.2651, -2.7479, -0.3659], [-1.6725, -3.0713, -1.1459]]
}

{
  "formula": "C15H32Br6O11S3",
  "method": "wB97M-V/def2-TZVPD",
  "e_tot_ha": -18056.83914,
  "spin_multiplicity": 1,
  "homo_ev": -10.4,
  "lumo_energy_ha": -0.0182,
  "orbital_gap_ha": 0.364,
  "symbols": ["O", "C", "O", "C", "C", "C", "H", "H", "H", "H", "H", "H", "O", "S", "O", "O", "C", "C", "C", "H", "H", "H", "H", "H", "H", "H", "H", "O", "S", "O", "O", "C", "C", "C", "H", "H", "H", "H", "H", "H", "H", "H", "O", "S", "O", "O", "C", "C", "C", "H", "H", "H", "H", "H", "H", "H", "H", "C", "Br", "Br", "Br", "H", "C", "Br", "Br", "Br", "H"],
  "positions_angstrom": [[-0.6766, 1.6683, -2.9863], [0.4676, 1.5534, -3.3646], [1.1405, 2.2822, -4.3814], [2.4185, 1.7351, -4.6505], [2.7540, 0.8799, -3.3887], [1.4323, 0.4276, -2.9129], [3.1209, 2.5495, -4.8280], [2.5471, 1.1565, -5.5654], [3.3210, 1.3749, -2.6003], [3.3759, 0.0657, -3.7607], [1.4290, 0.1868, -1.8498], [1.1373, -0.4907, -3.4204], [-8.4754, 0.4240, -2.1615], [-8.3072, 0.4895, -0.7218], [-9.4972, 0.5577, 0.1083], [-7.3969, -0.7296, -0.2038], [-7.1597, -0.8164, 1.1977], [-8.1311, -1.7427, 2.0200], [-7.1163, 1.8206, -0.2510], [-6.8947, 0.1495, 1.6279], [-6.2522, -1.4198, 1.1745], [-8.4612, -1.3107, 2.9647], [-7.7201, -2.7496, 1.9470], [-9.0577, -1.7364, 1.4461], [-7.6855, 2.3258, 0.5293], [-6.9586, 2.1945, -1.2627], [-6.2232, 1.3688, 0.1808], [-0.9668, 0.8197, 5.0304], [-1.0419, 2.2421, 5.0056], [0.0212, 3.1187, 5.4816], [-1.3264, 2.6355, 3.4139], [-1.2579, 3.9864, 3.0518], [0.1566, 4.5084, 2.7679], [-2.8121, 2.7170, 5.5946], [-1.9024, 4.6079, 3.6736], [-1.7446, 3.9347, 2.0779], [0.6102, 3.8509, 2.0262], [0.8469, 4.3255, 3.5914], [0.1858, 5.5419, 2.4228], [-3.0038, 2.5979, 6.6610], [-3.5173, 2.2908, 4.8811], [-2.8113, 3.8028, 5.4998], [5.3507, -3.3315, 3.0933], [4.8615, -2.5643, 1.9743], [5.6664, -2.4893, 0.7369], [3.2579, -2.8454, 1.5475], [2.4507, -3.2945, 2.5586], [2.6837, -4.8146, 2.8368], [4.7770, -0.7209, 2.4682], [1.4651, -3.0303, 2.1756], [2.7458, -2.7393, 3.4490], [1.8302, -5.1293, 3.4373], [3.5494, -4.9393, 3.4873], [2.8094, -5.5038, 2.0017], [4.4092, -0.2691, 1.5470], [5.8113, -0.5623, 2.7735], [4.1061, -0.5968, 3.3182], [9.1596, 1.5171, -7.0869], [8.5564, 2.8456, -5.7482], [10.3671, 2.2773, -8.4385], [7.7277, 0.4319, -7.8573], [9.7558, 0.7804, -6.5484], [2.1319, -5.7780, -5.5887], [0.3167, -6.4939, -5.9620], [2.4193, -5.2969, -3.7083], [2.3014, -4.1511, -6.7295], [2.9232, -6.4962, -5.8032]]
}